Record 1
Computed, not measured: a cluster of 7 separate species, C21H58N2O9 in total, with ωB97M-V/def2-TZVPD.

As for the net charge: 0. For the electronic energy, the calculation gives -44117.81439 eV. The calculation puts the relative energy (zero: lowest compared OMol25 entry of this formula, charge and spin) at 155.76 kcal per mole. The strongest force on any atom comes out at 4.27 eV/Å. As for the orbital gap: 9.56 eV. As for the HOMO energy: -9.0 eV.

Each line ends with the Mulliken charge.
Atoms and positions in Å:
H1 -2.57 -6.22 -1.12  0.34
C1 -3.60 -0.27 -0.23  -0.96
H2 2.53 0.52 -1.71  0.20
C2 4.04 -1.16 -1.68  -0.95
C3 2.45 2.29 -2.51  -0.55
H3 -2.20 3.24 -0.10  0.46
H4 0.48 -0.46 -1.41  -0.31
H5 -0.94 -0.86 1.09  -0.03
H6 -0.99 -1.83 3.57  0.38
H7 1.13 4.25 0.14  0.03
O1 -0.39 3.49 -0.95  -0.18
C4 1.55 -2.50 2.19  -1.78
H8 1.56 1.96 -3.05  0.25
H9 -3.23 -1.31 4.74  0.29
C5 -0.38 -0.91 -1.92  0.79
C6 -0.13 -4.96 5.08  -0.43
C7 -2.32 -0.73 4.57  -0.72
O2 0.56 -6.20 4.81  -0.52
C8 0.28 3.59 0.30  0.18
C9 1.67 -0.05 1.59  -0.81
H10 -4.11 -0.88 0.52  0.30
H11 0.72 -2.24 -4.69  0.50
C10 0.87 -1.41 1.40  1.59
H12 -1.75 5.53 0.01  0.23
C11 -1.38 7.33 -1.88  -0.86
H13 4.39 -0.37 -2.35  0.46
H14 -0.56 7.35 -0.03  0.35
H15 4.57 -2.10 -1.77  0.25
H16 -1.02 -1.62 -3.47  0.41
C12 -1.39 -6.27 0.49  0.16
O3 -1.29 -1.79 4.48  -0.51
H17 1.92 7.97 0.35  0.35
H18 -0.45 -7.13 -1.38  0.35
H19 3.15 -2.24 -3.65  0.55
H20 1.38 -2.28 3.24  0.34
H21 -3.53 0.76 0.09  0.27
H22 0.12 8.69 -1.01  0.48
H23 1.19 -6.40 5.51  0.28
H24 -0.61 -1.89 -1.50  -0.21
O4 1.05 6.90 -1.16  -0.31
H25 0.02 -4.57 -0.18  0.33
H26 -1.19 7.87 -2.81  0.38
C13 -0.48 -7.29 -0.30  -1.33
H27 -2.16 -0.10 5.45  0.28
H28 0.89 -1.76 0.37  -0.32
O5 2.56 1.42 -1.38  -0.52
H29 1.37 6.36 0.91  0.34
H30 -2.17 3.34 -1.87  0.25
C14 -1.79 3.79 -0.95  -0.84
H31 1.81 0.20 2.64  0.46
O6 -0.44 -1.09 1.87  -0.11
O7 -2.67 -6.36 -0.18  -0.59
H32 1.12 -3.46 1.88  0.30
H33 -0.74 -8.33 -0.12  0.35
H34 2.64 -0.04 1.08  0.22
C15 2.40 -1.54 -3.26  -0.57
H35 2.57 -0.60 -3.78  0.31
H36 0.77 -3.00 -3.27  0.35
O8 2.68 -1.37 -1.89  -0.12
C16 1.74 6.93 0.06  -0.84
H37 3.31 2.28 -3.18  0.36
H38 -4.30 -0.34 -1.07  0.34
C17 0.93 -1.99 -3.65  -0.81
H39 0.33 -4.13 4.55  0.06
O9 -2.32 -0.72 -0.51  -0.17
H40 0.66 2.59 0.48  -0.55
H41 -1.59 -4.02 -0.16  0.31
N1 -0.18 -1.08 -3.31  -0.48
C18 -1.59 0.03 -1.53  -0.40
H42 2.62 -2.60 2.04  0.41
H43 -2.28 0.37 -2.31  0.61
C19 -0.14 7.63 -1.00  -0.54
H44 -1.20 -4.88 4.89  0.23
H45 -2.22 7.86 -1.43  0.36
C20 -0.93 -4.74 0.31  -0.64
H46 -0.90 -4.35 1.33  0.00
H47 -0.66 5.37 -2.08  0.36
H48 -2.52 -0.03 3.77  0.24
H49 1.11 0.75 1.11  -0.44
H50 2.30 3.32 -2.19  0.10
H51 -1.11 0.81 -0.94  -0.15
N2 -1.55 5.85 -2.13  -0.44
H52 0.56 -7.22 0.02  0.34
H53 -0.08 -4.68 6.13  0.40
H54 -0.26 3.77 1.23  0.48
H55 4.28 -0.75 -0.69  0.23
H56 -3.14 5.53 -1.02  0.51
H57 -1.44 -6.47 1.57  0.32
C21 -2.10 5.24 -0.99  -0.35
H58 2.71 6.47 -0.14  0.28

=====

Record 2
Computed, not measured: the molecule C3H6N2O, with ωB97M-V/def2-TZVPD.

As for the net charge: 0. For the electronic energy, the calculation gives -8234.19878 eV. The calculation puts the relative energy (zero: lowest compared OMol25 entry of this formula, charge and spin) at 57.65 kcal per mole. The strongest force on any atom comes out at 3.10 eV/Å. As for the orbital gap: 10.78 eV. As for the HOMO energy: -9.8 eV.

Each line ends with the Mulliken charge.
Atoms and positions in Å:
H1 -0.87 -0.26 -1.67  0.23
H2 -0.98 0.80 1.26  0.40
H3 1.80 -1.08 -0.53  0.24
C1 0.91 0.63 0.29  0.22
C2 -1.32 -0.20 -0.68  -0.34
H4 -2.37 0.08 -0.67  0.27
C3 -0.50 0.23 0.48  0.08
H5 -1.56 -1.46 0.93  0.24
N1 1.88 -0.09 -0.28  -0.45
O1 1.34 1.75 0.64  -0.70
H6 2.50 0.80 -0.04  0.38
N2 -0.83 -1.18 0.28  -0.57

=====

Record 3
Computed, not measured: a structure of composition C42H46N4OPdS2, with ωB97M-V/def2-TZVPD.

As for the net charge: -2. For the electronic energy, the calculation gives -77458.30501 eV. The calculation puts the relative energy (zero: lowest compared OMol25 entry of this formula, charge and spin) at 0.00 kcal per mole. The strongest force on any atom comes out at 0.42 eV/Å. As for the orbital gap: 3.23 eV. As for the HOMO energy: 0.5 eV.

Each line ends with the Mulliken charge.
Atoms and positions in Å:
H1 2.01 8.19 -2.71  0.32
H2 1.48 -0.84 2.66  0.00
C1 5.29 0.59 0.82  1.01
C2 -0.05 2.07 2.78  -1.17
H3 2.88 -4.91 1.17  0.33
H4 -1.27 -4.63 -0.02  0.15
C3 0.49 4.38 -0.49  -0.50
H5 4.84 5.11 -1.82  0.37
N1 3.00 0.10 0.79  0.69
H6 -5.84 -1.71 -3.88  0.46
C4 -2.51 1.05 3.06  -1.13
H7 -2.29 1.05 4.13  0.34
H8 3.08 -2.53 0.77  0.33
C5 -1.52 0.26 -1.40  -0.90
H9 -3.76 3.54 1.07  0.45
H10 1.73 -6.27 2.77  0.32
H11 -6.02 -3.46 -2.17  0.44
N2 2.47 -0.73 2.93  -0.21
H12 1.49 -8.35 0.42  0.47
H13 -0.24 6.92 0.36  0.57
C6 6.44 1.55 -1.03  -0.59
C7 -2.79 -0.06 -1.80  -1.06
C8 2.01 -4.36 0.83  -1.20
H14 -1.62 -6.48 1.13  0.37
C9 -2.99 4.29 0.91  -0.56
H15 -4.32 -3.91 -2.40  0.39
C10 -1.04 -1.96 -0.66  -1.07
H16 -4.92 -3.53 -0.78  0.39
C11 2.12 -3.01 0.61  -0.53
C12 -3.24 5.62 1.26  -0.69
C13 0.72 -4.98 0.61  1.18
C14 0.76 2.98 -0.40  0.38
C15 2.84 4.76 -1.19  -0.51
H17 4.35 7.36 -2.79  0.35
H18 -2.89 2.01 2.73  0.24
H19 -4.19 5.92 1.69  0.35
H20 3.07 3.78 -0.79  0.33
H21 -4.62 -0.43 -3.76  0.32
C16 0.99 1.78 -0.32  -1.09
C17 -5.66 -0.94 -1.26  -1.67
H22 -5.58 -1.17 -0.19  0.33
C18 0.55 -6.46 0.95  2.24
H23 -0.88 -8.06 0.82  0.43
H24 -0.66 2.97 2.74  0.46
C19 -4.66 -1.79 -2.06  2.34
H25 0.24 6.87 -1.69  0.54
C20 -1.02 6.17 0.47  -0.69
H26 -5.47 0.12 -1.39  0.31
O1 -0.45 -0.53 2.90  -0.91
C21 0.76 -6.65 2.46  -1.66
H27 5.23 1.98 -2.75  0.41
C22 3.32 -0.29 1.99  0.14
C23 6.48 1.05 0.26  -0.44
H28 0.70 -7.71 2.72  0.45
N3 -0.65 -0.60 -0.85  -0.20
H29 3.12 1.14 -1.73  0.49
C24 -0.75 4.83 0.06  0.55
S1 -1.00 0.68 2.17  1.25
C25 4.10 0.62 0.10  -0.49
H30 7.34 1.94 -1.48  0.37
C26 2.26 7.23 -2.26  -0.58
H31 -1.15 1.27 -1.50  0.69
S2 5.01 -0.07 2.40  -0.40
H32 -0.01 -6.11 3.01  0.34
H33 7.41 1.03 0.82  0.37
H34 -3.41 0.70 -2.23  0.41
C27 5.24 1.58 -1.75  -0.62
H35 -6.68 -1.16 -1.58  0.46
Pd1 1.13 -0.18 -0.07  0.82
C28 -0.83 -7.00 0.58  -2.15
C29 -4.99 -3.26 -1.84  -2.22
C30 -2.39 -2.32 -1.07  -0.20
C31 3.84 5.51 -1.78  -0.51
H36 -4.12 -2.07 -4.14  0.37
H37 -3.22 0.26 2.81  0.35
H38 -2.69 -3.35 -0.92  0.17
H39 2.61 -6.99 0.46  0.29
C32 4.06 1.11 -1.20  -0.61
C33 -4.82 -1.48 -3.55  -1.76
C34 1.25 6.49 -1.67  -0.42
H40 -1.63 2.87 0.09  0.38
H41 -2.36 7.58 1.33  0.34
H42 1.49 -7.15 -0.89  0.37
C35 1.60 -7.28 0.19  -1.78
C36 -1.79 3.91 0.34  -0.20
C37 -2.22 6.54 1.04  -0.60
C38 -3.24 -1.43 -1.62  1.36
H43 0.26 1.82 3.79  0.45
N4 1.15 -2.20 0.19  -0.13
H44 2.79 -1.50 3.50  0.29
H45 0.80 2.20 2.10  0.05
C39 -0.11 -2.79 -0.13  -1.16
C40 3.57 6.77 -2.32  -0.47
C41 -0.29 -4.21 0.15  0.19
C42 1.50 5.22 -1.09  0.17
H46 -1.03 -6.87 -0.49  0.40

=====

Number 1: LUMO energy 0.57 eV. Number 2: LUMO energy 0.94 eV. Number 3: LUMO energy 3.78 eV.